Density functional theory data (ωB97M-V/def2-TZVPD) for a 4-piece molecular cluster, C17H32NO5 overall in a non-equilibrium geometry.

XYZ file:
```
55
C17H32NO5, DFT ωB97M-V/def2-TZVPD
C -4.61 -2.38 -4.30
C -3.18 -2.69 -4.13
C -2.52 -2.06 -2.80
C -2.49 -0.48 -2.77
C -1.91 0.16 -1.48
C -1.91 1.77 -1.40
O -0.99 2.46 -1.90
O -3.04 2.37 -0.74
C -1.40 -0.76 -0.33
C -1.47 -2.29 -0.51
N -2.02 -2.88 -1.71
H -4.94 -1.39 -4.81
H -5.39 -3.09 -3.87
H -2.59 -3.35 -4.87
H -2.90 0.14 -3.66
H -3.59 2.78 -1.46
H -0.99 -0.30 0.64
H -1.11 -2.99 0.33
H -2.09 -3.90 -1.83
C 1.10 -1.41 3.28
C 0.45 -2.78 3.15
C 0.76 -3.66 4.34
O 0.91 -3.41 1.95
H 2.19 -1.50 3.32
H 0.87 -0.79 2.40
H 0.75 -0.89 4.17
H -0.64 -2.66 3.05
H 1.84 -3.83 4.43
H 0.30 -4.64 4.23
H 0.41 -3.21 5.27
H 1.87 -3.52 2.03
C 6.03 -1.19 2.41
C 5.67 -2.56 1.86
C 5.83 -2.62 0.35
O 4.32 -2.87 2.20
H 5.38 -0.42 1.99
H 5.90 -1.17 3.49
H 7.07 -0.94 2.17
H 6.31 -3.32 2.32
H 5.17 -1.89 -0.14
H 5.56 -3.60 -0.03
H 6.86 -2.40 0.05
H 3.75 -2.20 1.80
C -2.59 7.17 -2.56
C -2.98 6.13 -1.53
C -2.10 6.23 -0.29
O -2.85 4.83 -2.09
H -1.55 7.03 -2.89
H -3.22 7.08 -3.45
H -2.69 8.19 -2.17
H -4.02 6.27 -1.25
H -1.05 6.06 -0.54
H -2.38 5.47 0.45
H -2.19 7.22 0.18
H -1.92 4.70 -2.34
```

## Properties
E_LUMO: -5.4 eV
E_tot: -1097.35930 Eh
Energy above the lowest of the compared OMol25 structures with the same formula, charge and spin: 3.7 kcal per mole
Net charge: +1
2S+1: 1
Orbital gap: 6.3 eV